Entry 1:
ORCA calculation (the ωB97M-V functional and the def2-TZVPD basis) on C14H8N3O7RuS6 as an isolated structure.

Geometry (Å):
Ru -0.155 -0.423 -0.703
S -7.015 0.993 2.177
C -5.517 0.836 1.519
S -5.222 0.057 -0.021
C -3.469 0.157 0.005
C -2.928 0.825 1.077
S -1.267 1.114 1.296
S -4.054 1.418 2.286
S -2.610 -0.598 -1.253
N 0.423 -1.436 1.518
C 0.793 -2.827 1.402
C 0.030 -3.482 0.180
O -0.046 -4.703 0.157
O -0.444 -2.681 -0.654
H 1.159 -0.818 1.844
H -0.412 -1.302 2.082
H 0.553 -3.416 2.297
H 1.862 -2.905 1.193
O 1.651 0.981 0.506
C 1.719 2.023 -0.132
O 0.883 2.300 -1.158
C 2.705 3.065 0.117
C 3.938 2.720 0.714
C 4.846 3.721 1.015
C 4.549 5.046 0.772
C 3.316 5.390 0.172
C 2.413 4.388 -0.174
N 2.998 6.735 -0.056
O 1.906 7.024 -0.577
O 3.829 7.605 0.277
H 4.156 1.680 0.906
H 5.796 3.461 1.464
H 5.229 5.842 1.034
H 1.472 4.655 -0.628
S 4.020 -2.301 -1.062
C 2.647 -1.533 -1.285
N 1.664 -0.929 -1.514
O -0.618 1.559 -2.610
C -0.002 1.340 -1.605

The total energy is -101043.901 eV. The value obtained for the largest force on an atom is 1.919 eV/A. The multiplicity is 6. As for the charge: -2. The frontier orbital gap (alpha / beta) comes out at 3.7 / 5.8 eV.



Entry 2:
ORCA calculation (the ωB97M-V functional and the def2-TZVPD basis) on C36H26Cl2F5NO3PTeTl as an isolated structure.

Geometry (Å):
Tl 1.757 -1.582 -0.798
C 2.788 -1.810 5.636
C 3.345 -2.372 4.495
C 2.718 -2.216 3.269
C 1.522 -1.505 3.187
C 0.972 -0.932 4.330
C 1.606 -1.089 5.553
P 0.711 -1.367 1.583
C -0.428 0.030 1.668
C -1.807 -0.133 1.769
C -2.633 0.982 1.812
C -2.084 2.253 1.754
C -0.709 2.418 1.650
C 0.121 1.311 1.599
C -0.314 -2.856 1.397
C -0.996 -3.340 2.485
C -1.877 -4.431 2.374
C -2.073 -5.017 1.159
C -1.370 -4.574 0.013
C -1.565 -5.211 -1.237
C -0.862 -4.825 -2.338
C 0.094 -3.790 -2.232
C 0.292 -3.140 -1.047
C -0.451 -3.496 0.117
H 3.284 -1.925 6.591
H 4.277 -2.917 4.555
H 3.173 -2.626 2.377
H 0.056 -0.355 4.264
H 1.179 -0.641 6.441
H -2.239 -1.124 1.798
H -3.705 0.853 1.880
H -2.728 3.123 1.773
H -0.286 3.411 1.579
H 1.193 1.440 1.494
H -0.862 -2.868 3.452
H -2.402 -4.787 3.251
H -2.764 -5.844 1.051
H -2.281 -6.022 -1.296
H -1.015 -5.318 -3.288
H 0.676 -3.527 -3.106
Cl -2.184 -0.306 -1.781
C -2.839 0.882 -2.869
C -4.078 0.643 -3.435
C -4.624 1.575 -4.301
C -3.916 2.723 -4.615
C -2.665 2.934 -4.062
Cl -1.768 4.330 -4.559
C -2.095 2.035 -3.150
N -0.825 2.232 -2.611
C -0.503 3.303 -1.766
C -1.468 4.198 -1.309
C -1.115 5.265 -0.499
C 0.203 5.446 -0.113
C 1.164 4.547 -0.556
C 0.838 3.483 -1.385
C 1.935 2.589 -1.921
C 1.966 1.212 -1.292
O 2.772 0.911 -0.403
O 1.118 0.346 -1.735
H -4.606 -0.267 -3.186
H -5.596 1.401 -4.742
H -4.312 3.450 -5.309
H -0.308 1.378 -2.417
H -2.503 4.057 -1.594
H -1.880 5.957 -0.169
H 0.485 6.280 0.517
H 2.202 4.682 -0.272
H 2.904 3.046 -1.740
H 1.798 2.454 -2.997
F 5.913 -2.134 -0.266
Te 4.995 -0.675 -0.997
F 5.994 0.451 0.064
F 3.999 -1.038 0.614
F 6.322 -0.918 -2.276
F 4.724 0.883 -2.004
O 3.640 -1.535 -1.876

The relative energy (zero: lowest compared OMol25 entry of this formula, charge and spin) comes out at 21.7 kJ/mol. The total energy is -105295.780 eV. The value obtained for the largest force on an atom is 0.711 eV/A. The multiplicity is 1. As for the charge: 0. The frontier orbital gap comes out at 7.2 eV.



Entry 3:
ORCA calculation (the ωB97M-V functional and the def2-TZVPD basis) on C41H39F6MoN6O4P2S4 as an isolated structure.

Geometry (Å):
Mo 0.108 0.567 -0.025
N -1.348 -2.025 1.987
C -1.919 -0.822 1.976
N -1.544 0.204 1.197
C -2.428 1.291 1.348
C -3.399 1.096 2.253
S -3.289 -0.479 2.948
C -2.159 2.447 0.514
C -2.831 3.609 0.412
S -2.021 4.685 -0.655
C -0.812 3.512 -0.946
N -1.021 2.368 -0.295
N 0.242 3.729 -1.763
H -0.525 -2.214 1.446
H -1.628 -2.724 2.658
H -4.178 1.774 2.558
H -3.744 3.900 0.905
H 0.266 4.631 -2.222
H 1.144 3.504 -1.363
C -0.356 -2.399 -2.432
C -0.410 -1.129 -3.252
P -1.222 0.198 -2.287
C -2.909 -0.425 -2.089
C -3.792 -0.224 -3.159
C -5.046 -0.812 -3.145
C -5.433 -1.611 -2.079
C -4.553 -1.842 -1.031
C -3.297 -1.256 -1.041
C -1.306 1.609 -3.388
C -0.338 1.783 -4.379
C -0.436 2.849 -5.259
C -1.497 3.738 -5.160
C -2.470 3.561 -4.183
C -2.378 2.499 -3.299
C 0.502 -2.240 -1.194
P 2.386 -2.221 -1.209
C 2.839 -0.824 -2.294
C 3.904 -0.993 -3.181
C 4.431 0.076 -3.893
C 3.908 1.348 -3.741
C 2.856 1.555 -2.855
C 2.360 0.474 -2.153
C 2.674 -3.723 -2.162
C 3.123 -4.826 -1.433
C 3.342 -6.040 -2.070
C 3.129 -6.152 -3.434
C 2.699 -5.052 -4.172
C 2.468 -3.844 -3.542
H 0.079 -3.210 -3.021
H -1.361 -2.724 -2.156
H -1.037 -1.246 -4.140
H 0.584 -0.818 -3.571
H -3.511 0.386 -4.006
H -5.720 -0.647 -3.973
H -6.415 -2.066 -2.072
H -4.841 -2.487 -0.213
H -2.609 -1.487 -0.239
H 0.492 1.099 -4.479
H 0.307 2.976 -6.035
H -1.580 4.560 -5.858
H -3.309 4.240 -4.124
H -3.156 2.351 -2.558
H 0.271 -3.028 -0.467
H 0.096 -1.303 -0.612
H 4.339 -1.975 -3.310
H 5.259 -0.093 -4.567
H 4.318 2.181 -4.294
H 2.447 2.545 -2.732
H 1.543 0.729 -1.420
H 3.319 -4.733 -0.372
H 3.693 -6.891 -1.502
H 3.312 -7.094 -3.933
H 2.552 -5.142 -5.240
H 2.157 -2.988 -4.130
N 1.409 -0.588 1.312
C 1.369 -0.758 2.786
C 0.537 -0.028 3.610
C 0.568 -0.273 4.978
C 1.422 -1.230 5.505
C 2.264 -1.945 4.665
C 2.240 -1.712 3.298
H 2.301 -0.096 1.099
H 1.630 -1.514 0.927
H -0.098 0.754 3.223
H -0.069 0.303 5.634
H 1.443 -1.409 6.571
H 2.948 -2.678 5.069
H 2.910 -2.253 2.641
F 2.917 4.240 3.506
C 1.770 3.656 3.271
F 0.768 4.479 3.503
F 1.628 2.566 3.995
S 1.707 3.261 1.410
O 0.965 1.929 1.343
O 0.974 4.340 0.832
N 3.121 3.140 0.808
S 4.046 1.904 1.300
O 3.843 0.756 0.442
O 3.966 1.689 2.710
C 5.712 2.587 0.874
F 5.896 3.722 1.513
F 5.787 2.777 -0.435
F 6.599 1.686 1.255

The relative energy (zero: lowest compared OMol25 entry of this formula, charge and spin) comes out at 207.1 kJ/mol. The total energy is -140334.684 eV. The value obtained for the largest force on an atom is 0.910 eV/A. The multiplicity is 3. As for the charge: +3. The frontier orbital gap (alpha / beta) comes out at 5.5 / 5.7 eV.



Entry 4:
ORCA calculation (the ωB97M-V functional and the def2-TZVPD basis) on a single C4H8N2O molecule.

Geometry (Å):
C -0.010 2.380 -0.198
N -0.433 1.085 -0.699
C -0.431 -0.021 0.116
N -0.845 -0.137 1.319
C 0.201 -1.238 -0.549
O 0.527 -1.169 -1.717
C 0.453 -2.445 0.307
H 0.913 2.685 -0.705
H 0.208 2.308 0.873
H -0.763 3.158 -0.352
H -0.098 0.852 -1.625
H -1.281 0.730 1.638
H -0.471 -2.778 0.786
H 0.887 -3.235 -0.307
H 1.142 -2.175 1.114

The relative energy (zero: lowest compared OMol25 entry of this formula, charge and spin) comes out at 120.2 kJ/mol. The total energy is -9305.148 eV. The structure (SMILES) is [H]/N=C(\NC)C(C)=O. The value obtained for the largest force on an atom is 0.480 eV/A. The multiplicity is 1. As for the charge: 0. The frontier orbital gap comes out at 9.8 eV.



Entry 5:
ORCA calculation (the ωB97M-V functional and the def2-TZVPD basis) on a 13-piece molecular cluster, BF4H24O12 overall.

Geometry (Å):
B 0.440 0.056 0.331
F -0.081 1.077 -0.464
F 0.553 -1.105 -0.413
F 1.721 0.411 0.828
F -0.365 -0.145 1.478
O -0.163 0.634 4.905
H 0.387 -0.113 4.650
H -0.012 1.282 4.202
O 0.834 -0.883 -3.518
H 1.252 -0.530 -4.308
H 1.400 -0.564 -2.786
O -1.401 1.009 -2.842
H -0.931 0.359 -3.377
H -0.891 1.051 -2.019
O -0.769 -2.837 1.481
H -0.564 -1.888 1.465
H -0.605 -3.107 2.388
O -2.366 -1.808 -1.715
H -1.954 -1.138 -2.271
H -1.651 -2.415 -1.498
O 2.051 3.304 -2.658
H 2.383 3.063 -3.526
H 1.959 2.459 -2.200
O 0.006 2.526 2.666
H -0.054 1.909 1.926
H -0.760 3.096 2.552
O 2.627 0.498 -1.937
H 3.463 0.023 -1.937
H 2.251 0.316 -1.062
O -2.953 -0.576 2.892
H -2.065 -0.249 2.709
H -2.812 -1.458 3.244
O -3.414 2.491 -0.743
H -3.812 2.099 0.039
H -2.645 1.942 -0.927
O 2.260 -0.475 3.403
H 3.039 -0.923 3.066
H 1.876 -0.047 2.624
O 0.321 -3.404 -2.224
H 0.676 -2.955 -1.450
H 0.768 -2.986 -2.971

The relative energy (zero: lowest compared OMol25 entry of this formula, charge and spin) comes out at 56.3 kJ/mol. The total energy is -36516.708 eV. The value obtained for the largest force on an atom is 0.558 eV/A. The multiplicity is 1. As for the charge: -1. The frontier orbital gap comes out at 9.8 eV.



Entry 6:
ORCA calculation (the ωB97M-V functional and the def2-TZVPD basis) on a 10-piece molecular cluster, C45H97BrClIN2O15S2 overall.

Geometry (Å):
C -2.026 4.980 3.181
C -1.423 5.293 1.733
O -0.024 4.997 1.819
C 0.453 4.432 0.602
C 0.556 2.836 0.673
O 0.401 2.396 2.014
C 0.285 0.957 2.108
C 1.496 0.274 2.820
C 2.853 1.080 2.574
C 3.058 2.332 3.490
C 4.382 3.090 3.026
I 5.444 3.892 4.765
O 1.412 0.188 4.245
C 0.526 1.074 4.863
O 0.897 1.110 6.260
C 1.630 -1.258 2.285
C 2.628 -1.402 1.065
C 2.447 -0.494 -0.189
C 1.855 -1.121 -1.501
C 2.455 -2.506 -1.917
S 2.472 -2.815 -3.721
O 2.614 -4.279 -3.887
O 1.245 -2.365 -4.383
Cl 4.196 -1.986 -4.515
N 2.490 -1.857 3.436
C 2.685 -3.057 3.325
S 3.285 -4.549 3.006
N 0.415 -2.025 2.230
C 0.035 -2.813 1.088
C -1.020 -2.183 0.080
C -1.921 -1.080 0.362
C -2.902 -0.582 -0.619
C -3.018 -1.196 -1.950
C -4.103 -0.651 -2.921
C -2.112 -2.313 -2.242
C -1.133 -2.810 -1.261
C -0.593 -2.000 3.268
C -0.548 -3.037 4.456
C -0.277 -4.531 4.063
Br 0.501 -2.430 6.046
H -2.740 4.133 3.065
H -1.189 4.644 3.832
H -2.499 5.916 3.559
H -1.649 6.330 1.386
H -1.939 4.595 1.015
H 1.480 4.854 0.425
H -0.167 4.716 -0.291
H 1.592 2.596 0.303
H -0.225 2.440 -0.028
H -0.709 0.777 2.604
H 0.112 0.598 1.055
H 3.685 0.374 2.845
H 2.940 1.457 1.524
H 3.256 2.032 4.555
H 2.221 3.065 3.508
H 4.087 3.966 2.404
H 5.041 2.449 2.392
H 0.593 2.143 4.510
H -0.562 0.801 4.835
H 0.086 1.440 6.681
H 2.711 -2.465 0.704
H 3.656 -1.219 1.476
H 1.901 0.471 -0.028
H 3.481 -0.142 -0.482
H 0.743 -1.073 -1.476
H 2.147 -0.409 -2.329
H 3.540 -2.495 -1.602
H 1.980 -3.345 -1.361
H -0.532 -3.711 1.473
H 0.821 -3.256 0.439
H -1.925 -0.587 1.352
H -3.582 0.265 -0.383
H -3.906 0.378 -3.294
H -5.064 -0.586 -2.311
H -4.333 -1.384 -3.737
H -2.204 -2.801 -3.234
H -0.471 -3.669 -1.528
H -0.803 -1.005 3.747
H -1.581 -2.236 2.771
H -1.598 -3.036 4.859
H -1.272 -5.049 3.915
H 0.261 -5.050 4.900
H 0.349 -4.683 3.155
C 6.110 -4.552 -2.393
C 6.772 -3.393 -1.674
O 6.085 -3.103 -0.457
H 5.065 -4.318 -2.609
H 6.623 -4.775 -3.330
H 6.113 -5.450 -1.769
H 6.746 -2.494 -2.292
H 7.817 -3.623 -1.444
H 6.117 -3.894 0.093
C -8.218 1.758 -0.447
C -8.075 0.785 -1.601
O -7.296 -0.344 -1.204
H -7.237 2.095 -0.106
H -8.807 2.629 -0.741
H -8.705 1.277 0.405
H -7.569 1.263 -2.442
H -9.054 0.434 -1.941
H -7.751 -0.767 -0.467
C 3.909 -2.280 -9.097
C 4.851 -1.148 -8.731
O 4.348 -0.422 -7.613
H 2.917 -1.890 -9.333
H 4.283 -2.837 -9.958
H 3.791 -2.970 -8.257
H 4.950 -0.450 -9.563
H 5.845 -1.534 -8.484
H 4.271 -1.040 -6.878
C 5.419 2.471 -5.521
C 5.637 2.485 -4.021
O 4.387 2.393 -3.344
H 4.778 3.301 -5.824
H 6.369 2.546 -6.055
H 4.916 1.550 -5.830
H 6.119 3.413 -3.711
H 6.270 1.648 -3.708
H 3.972 1.567 -3.615
C 9.164 6.465 3.546
C 9.409 6.477 5.043
O 8.177 6.403 5.751
H 8.528 7.304 3.256
H 10.104 6.529 2.994
H 8.643 5.551 3.247
H 9.909 7.399 5.341
H 10.039 5.632 5.340
H 7.743 5.582 5.492
C -8.814 -4.037 -3.398
C -8.737 -2.901 -4.399
O -8.609 -1.652 -3.726
H -9.664 -3.898 -2.726
H -8.919 -4.999 -3.904
H -7.915 -4.066 -2.775
H -9.644 -2.863 -5.003
H -7.881 -3.031 -5.069
H -7.800 -1.685 -3.199
C -8.380 3.112 -5.402
C -8.236 2.136 -6.553
O -7.461 1.014 -6.151
H -7.399 3.449 -5.061
H -8.968 3.984 -5.697
H -8.868 2.631 -4.550
H -7.730 2.610 -7.395
H -9.216 1.786 -6.893
H -7.920 0.594 -5.413
C -2.036 5.426 7.913
C -2.290 3.987 7.508
O -1.464 3.626 6.403
H -2.234 6.099 7.076
H -2.670 5.714 8.754
H -0.990 5.569 8.197
H -3.329 3.853 7.205
H -2.083 3.307 8.341
H -0.547 3.737 6.677
C -2.854 -8.017 1.159
C -2.157 -6.894 1.903
O -2.822 -6.622 3.133
H -3.893 -7.754 0.957
H -2.353 -8.229 0.212
H -2.865 -8.930 1.761
H -2.166 -5.980 1.307
H -1.116 -7.157 2.119
H -2.802 -7.429 3.658

The total energy is -194258.461 eV. The structure (SMILES) is CCOCCOC[C@@](CCCI)(OCO)[C@@](CCCCS(=O)(=O)Cl)(N=C=S)N(Cc1ccc(C)cc1)C[C@@H](C)Br.CCO.CCO.CCO.CCO.CCO.CCO.CCO.CCO.CCO. The value obtained for the largest force on an atom is 5.860 eV/A. The multiplicity is 1. As for the charge: 0. The frontier orbital gap comes out at 7.8 eV.



Entry 7:
ORCA calculation (the ωB97M-V functional and the def2-TZVPD basis) on an isolated ion of composition C5H13N2O and charge +1.

Geometry (Å):
N 0.115 1.944 -0.169
C 0.634 0.759 0.530
C 0.098 -0.567 -0.090
C -0.221 -0.555 -1.614
C -0.698 -1.952 -2.005
C 0.090 0.917 1.961
N 0.402 -0.045 2.838
O -0.670 1.840 2.204
H -0.574 1.686 -0.874
H -0.394 2.482 0.574
H 0.811 2.566 -0.570
H 1.711 0.762 0.470
H -0.800 -0.859 0.435
H 0.854 -1.328 0.072
H -1.040 0.130 -1.849
H 0.722 -0.296 -2.100
H -0.761 -2.035 -3.092
H -1.653 -2.204 -1.552
H 0.051 -2.702 -1.751
H 0.083 0.062 3.791
H 1.239 -0.607 2.790

The relative energy (zero: lowest compared OMol25 entry of this formula, charge and spin) comes out at 35.8 kJ/mol. The total energy is -10417.825 eV. The structure (SMILES) is CCC[C@@H]([NH3+])C(N)=O. The value obtained for the largest force on an atom is 1.409 eV/A. The multiplicity is 1. As for the charge: +1. The frontier orbital gap comes out at 11.6 eV.



Entry 8:
ORCA calculation (the ωB97M-V functional and the def2-TZVPD basis) on a 3-piece molecular cluster, C3H11NO3 overall.

Geometry (Å):
C -1.187 0.147 -1.120
N 0.058 0.543 -0.602
C 1.165 1.290 -1.221
C 2.484 0.598 -1.059
O -2.062 -0.451 -0.433
H -1.255 0.518 -2.200
H 0.441 -0.155 0.097
H 1.033 1.326 -2.319
H 1.086 2.409 -0.880
H 2.298 -0.418 -0.613
H 2.837 0.619 -2.127
H 3.203 1.196 -0.481
H -2.744 -0.343 1.869
H -3.736 -0.861 2.699
O -2.890 -1.039 2.434
H -0.943 -1.876 1.687
H 0.221 -1.851 2.577
O -0.009 -1.652 1.691

The relative energy (zero: lowest compared OMol25 entry of this formula, charge and spin) comes out at 173.9 kJ/mol. The total energy is -10921.204 eV. The structure (SMILES) is CCNC=O.O.O. The value obtained for the largest force on an atom is 3.945 eV/A. The multiplicity is 1. As for the charge: 0. The frontier orbital gap comes out at 10.5 eV.